1.
Here is 2 unconnected molecules or ions with the total composition C3H6O2 from the OMol25 dataset. Energies are from ωB97M-V with the def2-TZVPD basis set.

Atoms and positions in Å:
C -0.505 -0.674 1.154
C 0.823 -0.574 1.073
C 1.438 0.237 0.005
O 2.631 0.386 -0.147
H -0.987 -1.262 1.931
H -1.147 -0.172 0.430
H 1.501 -1.067 1.766
H 0.705 0.718 -0.680
O -1.731 0.654 -1.575
H -1.547 1.584 -1.755
H -1.181 0.170 -2.203

## Properties
Energy relative to the best compared isomer or geometry (same formula, charge and spin) (kcal per mole): 35.7
HOMO-LUMO gap (eV): 10.3
SMILES string: C=CC=O.O

2.
Here is a gas-phase ion, C3H6O2P (charge -1) in a non-equilibrium geometry from the OMol25 dataset. Energies are from ωB97M-V with the def2-TZVPD basis set.

Atoms and positions in Å:
C -1.878 -1.064 0.092
C -0.733 -0.712 -0.479
P 0.656 0.144 0.354
C 0.896 1.853 0.104
O 0.855 -0.433 1.743
O 1.838 -0.606 -0.740
H -2.663 -1.746 -0.497
H -1.961 -0.948 1.272
H -0.478 -0.867 -1.509
H 0.254 2.621 0.838
H 0.600 2.090 -0.881
H 2.613 -0.333 -0.297

## Properties
Energy relative to the best compared isomer or geometry (same formula, charge and spin) (kcal per mole): 50.8
HOMO-LUMO gap (eV): 7.1
Net charge: -1
SMILES string: C=C[P@@](=C)([O-])O